1.
The following is a quantum chemistry calculation of a molecular structure, C8H12MgO14S2, from the Open Molecules 2025 dataset.

Each line ends with the Mulliken charge.
Positions of all 37 atoms, in Å:
Mg -2.500378 1.934517 -2.543390  1.805
S -1.097218 4.530337 -3.875340  1.193
O -2.290518 4.433857 -3.118880  -0.839
O -0.808148 3.129887 -3.906650  -0.800
O -1.243518 5.085097 -5.166210  -0.694
O -0.067048 5.424317 -3.268740  -0.750
S -5.346658 0.226507 -2.837100  1.197
O -4.711758 0.797977 -1.640460  -0.803
O -4.428478 0.791687 -3.838060  -0.859
O -5.547798 -1.182783 -2.945080  -0.682
O -6.734118 0.616837 -3.059220  -0.745
C 3.323742 -4.212383 -1.629880  -1.345
C 1.824942 -3.962383 -1.272510  0.407
C 1.626942 -3.492673 0.151550  -0.420
O 0.759012 -2.379823 -0.089640  -0.311
C 0.498782 -2.167063 -1.389790  0.685
O -0.208638 -1.266633 -1.916900  -0.566
O 1.381832 -2.902263 -2.036220  -0.322
H 3.870132 -4.990883 -1.097430  0.364
H 3.829322 -3.267153 -1.432400  0.361
H 3.294512 -4.409753 -2.701470  0.324
H 1.192882 -4.846883 -1.351580  0.288
H 2.487792 -3.094623 0.688770  0.259
H 1.058262 -4.197853 0.757700  0.262
C 1.032072 0.122187 4.705110  -1.293
C 0.463532 1.466997 4.278550  0.434
C 1.424432 2.524087 3.816250  -0.327
O 1.027752 2.663607 2.458110  -0.335
C -0.117098 2.019217 2.172060  0.681
O -0.792318 2.174827 1.139060  -0.572
O -0.420208 1.254587 3.240340  -0.333
H 0.280272 -0.253023 5.399460  0.338
H 1.902432 0.287387 5.340150  0.368
H 1.329802 -0.514763 3.872200  0.305
H -0.082328 1.935537 5.097450  0.226
H 2.461982 2.192967 3.772240  0.231
H 1.325782 3.528507 4.227960  0.268

Force components x, y, z for each atom (eV/Å):
Mg -1.76 1.37 -2.41
S 3.67 4.60 0.29
O -6.15 0.63 4.22
O 2.80 -7.03 -0.11
O -1.45 0.47 -3.92
O -0.09 -1.45 1.34
S -2.78 0.64 -1.81
O 1.45 0.56 3.52
O 2.59 0.90 -2.38
O 2.74 -3.94 0.88
O -0.96 3.19 0.45
C -1.31 0.49 -0.38
C 2.35 -1.66 1.41
C -1.00 1.04 -0.02
O -1.81 0.94 1.49
C -1.54 4.72 -1.33
O 2.69 -4.16 2.67
O -0.11 -0.65 -2.84
H -0.51 -0.18 0.08
H 0.11 0.02 -0.22
H 0.56 -0.05 0.00
H 0.03 -0.09 -0.81
H 0.19 -0.24 -0.14
H 0.32 -0.07 0.10
C 0.11 0.91 1.06
C 0.46 -0.12 1.89
C 0.48 0.06 -1.85
O 0.22 0.71 -1.52
C -2.03 1.17 -2.98
O 2.59 -1.00 3.86
O -1.56 -0.27 -1.38
H 0.04 -0.92 -0.49
H 0.24 0.06 -0.04
H -0.42 -0.02 0.09
H -0.28 -0.44 0.30
H 0.07 0.11 0.42
H 0.05 -0.29 0.56

Charge: -2
Largest force on an atom, hartree/bohr: 0.1472
LUMO level, eV: 3.05
Orbital gap, eV: 4.07
E_HOMO, eV: -1.03
Energy relative to the best compared isomer or geometry (same formula, charge and spin), kJ/mol: 736.80



2.
The following is a quantum chemistry calculation of a molecular structure, C27H57ClCuN3O7, from the Open Molecules 2025 dataset.

Each line ends with the Mulliken charge.
Positions of all 96 atoms, in Å:
Cu -0.797142 3.628849 -0.191446  0.591
Cl 0.948217 1.349749 1.277298  1.518
O 1.742483 1.918213 0.214721  -0.672
O -0.421394 1.472658 0.899295  -0.272
O 1.276496 -0.035588 1.309404  -0.638
O 1.334311 1.951971 2.485953  -0.664
C -2.262910 1.717638 -4.238405  -1.849
C -1.491195 1.719045 -2.898438  1.411
C -0.457835 0.463691 -2.783411  -0.711
C 0.749458 0.592469 -3.685321  0.150
C 1.487839 1.953189 -3.353564  -1.879
C 0.540934 3.162989 -3.373564  1.132
N -0.665169 2.905231 -2.591020  1.716
O -1.396689 4.108012 -2.437124  -0.481
C 1.277459 4.316879 -2.666916  -1.990
C 0.423865 3.717649 -4.852739  -1.770
C -2.509443 1.449361 -1.749434  -1.986
H -2.873191 2.617451 -4.315758  0.437
H -2.869195 0.815537 -4.320484  0.501
H -1.588201 1.697758 -5.094253  0.298
H -0.020186 0.631449 -1.799325  -0.185
H -0.970110 -0.487591 -2.927388  0.679
H 0.548156 0.651511 -4.754947  0.490
H 1.470571 -0.215600 -3.562442  -0.743
H 2.214819 2.048863 -4.160072  0.486
H 2.104586 1.848502 -2.460933  0.436
H 0.737496 5.259208 -2.759409  0.370
H 1.505884 4.167900 -1.611581  0.346
H 2.273956 4.367978 -3.105625  0.486
H 1.430040 3.976670 -5.182328  0.491
H 0.129304 2.975388 -5.594618  0.336
H -0.156391 4.640348 -4.857829  0.498
H -2.132286 0.855840 -0.916614  0.182
H -3.418842 0.963332 -2.102824  0.378
H -2.915970 2.407549 -1.425854  0.437
H -1.531698 4.164170 -3.385924  0.387
C 0.515124 -3.314737 -1.092212  -1.746
C 1.976260 -3.565420 -1.559706  1.117
C 2.008029 -3.285568 -3.180162  -0.684
C 3.361561 -2.947831 -3.749619  -0.790
C 4.115185 -1.946687 -2.837524  -1.044
C 4.153189 -2.312911 -1.313251  1.490
N 2.786352 -2.698001 -0.800172  1.125
O 2.707792 -2.978934 0.558621  -0.569
C 5.253439 -3.384304 -0.937419  -1.771
C 4.565016 -1.035932 -0.530689  -1.973
C 2.328663 -5.043592 -1.290232  -1.865
H 0.355663 -3.642265 -0.064886  0.450
H -0.214741 -3.849707 -1.699825  0.405
H 0.250217 -2.257553 -1.075415  0.189
H 1.674786 -4.198304 -3.674086  0.450
H 1.338785 -2.456817 -3.411190  0.137
H 3.298257 -2.534030 -4.756031  0.412
H 4.050323 -3.792050 -3.718217  0.398
H 3.674374 -0.974174 -3.056640  0.064
H 5.076566 -1.760646 -3.316303  0.447
H 5.670007 -3.736355 -1.881153  0.375
H 6.116207 -3.055375 -0.358163  0.382
H 4.956645 -4.251967 -0.348194  0.338
H 3.757810 -0.325404 -0.708635  0.260
H 4.696809 -1.264273 0.526947  0.486
H 5.523767 -0.671113 -0.899208  0.483
H 2.274942 -5.356647 -0.247540  0.313
H 3.367695 -5.227435 -1.563595  0.392
H 1.654418 -5.642735 -1.902220  0.471
H 2.350895 -2.125343 0.814779  0.384
C -1.968480 -1.062103 3.416996  -1.665
C -3.419727 -0.545076 3.839739  1.863
C -3.845774 -1.251570 5.159081  -1.148
C -3.225169 -0.783698 6.410789  -0.773
C -3.137045 0.746733 6.532443  -1.569
C -2.673164 1.460418 5.284990  2.154
N -3.409007 0.946646 4.090423  0.005
O -3.152726 1.638174 2.957817  -0.465
C -3.211866 2.877681 5.479657  -2.149
C -1.147052 1.408793 5.131403  -1.096
C -4.355563 -0.843070 2.752847  -1.867
H -1.438160 -0.456314 2.682234  0.226
H -1.962248 -2.088631 3.050524  0.494
H -1.311825 -1.228212 4.270997  0.288
H -4.915133 -1.167068 5.352522  0.336
H -3.583767 -2.307850 5.097937  0.415
H -2.168121 -1.033183 6.502977  0.307
H -3.610636 -1.172086 7.353488  0.404
H -2.394956 0.994646 7.291352  0.481
H -4.100475 1.151210 6.842753  0.486
H -2.789384 3.501867 4.692263  0.417
H -4.293992 2.992803 5.417706  0.452
H -2.908508 3.262311 6.453380  0.434
H -0.569681 2.315966 5.309715  0.431
H -0.674352 0.622229 5.719592  0.260
H -0.874242 1.176319 4.102018  -0.112
H -4.148425 -0.261625 1.854452  0.242
H -5.367727 -0.471866 2.913555  0.436
H -4.401787 -1.885182 2.436697  0.384
H -2.303069 1.319580 2.644513  0.280

Force components x, y, z for each atom (eV/Å):
Cu 0.47 -1.35 -0.39
Cl 4.56 -1.76 -1.75
O -0.31 1.15 -0.68
O -3.04 1.53 0.05
O -0.58 -1.15 0.47
O -1.04 1.07 1.54
C 0.95 0.29 0.12
C 0.17 -2.58 0.43
C -0.10 1.90 -0.56
C 0.74 1.66 -0.15
C -0.43 -1.71 -0.80
C 1.76 0.98 -0.05
N 0.92 -1.90 1.69
O -0.43 -0.51 -1.17
C 0.44 0.02 0.12
C -0.03 -0.83 0.63
C -0.26 0.81 -0.46
H -0.34 -0.10 -0.09
H -0.15 0.21 0.18
H 0.06 0.11 0.00
H -0.41 -0.74 0.44
H -0.19 0.14 0.36
H -0.48 -0.30 -0.13
H -0.15 -0.10 0.20
H 0.06 0.46 -0.07
H -0.54 0.21 0.43
H 0.26 0.05 -0.19
H -0.40 -0.47 0.29
H -0.08 0.40 -0.22
H 0.03 0.22 0.32
H -0.61 0.12 0.14
H -0.25 -0.10 -0.40
H 0.26 0.30 -0.04
H 0.22 -0.31 -0.29
H 0.12 0.21 0.47
H -1.23 1.83 -0.32
C -0.09 -0.25 0.06
C -1.63 -1.12 -1.17
C 0.37 -0.22 1.73
C 1.40 0.23 1.59
C -0.95 0.05 -0.57
C 0.75 -0.09 1.74
N 1.57 2.31 -2.64
O 0.51 0.20 0.08
C 0.15 -0.37 -0.98
C -0.54 -0.53 -0.63
C 0.14 0.03 -0.58
H 0.22 -0.20 0.02
H 0.05 -0.06 -0.20
H 0.22 0.16 -0.33
H -0.48 0.06 0.16
H -0.27 -0.10 0.17
H 0.02 -0.21 -0.07
H -0.37 -0.58 -0.57
H -0.55 0.33 0.91
H 0.64 -0.51 0.70
H 0.14 -0.42 0.00
H -0.12 0.84 -0.11
H -0.72 0.09 -0.26
H 0.21 0.41 0.35
H -0.24 0.10 -0.01
H -0.06 0.12 -0.13
H -0.39 0.33 0.05
H -0.05 -0.15 -0.40
H 0.15 -0.37 0.12
H -0.21 0.12 1.00
C -0.40 -0.58 0.79
C 2.42 0.50 1.51
C -0.45 -0.51 -0.41
C 2.42 1.87 1.39
C -0.59 -0.92 0.23
C -0.89 0.52 -0.54
N -1.34 -2.32 2.26
O 0.35 0.98 -1.18
C 0.83 0.87 -0.53
C 0.57 -0.15 -0.68
C -1.63 0.40 -1.96
H -0.14 0.06 -0.04
H -0.66 0.00 -0.58
H 0.02 0.73 0.27
H -0.29 -0.03 -0.70
H -0.35 -0.22 -0.47
H 0.26 -0.70 -0.46
H -0.61 -0.26 -0.30
H -0.19 0.07 0.28
H -0.09 0.07 -0.02
H 0.02 0.33 0.12
H 0.00 -0.57 -0.06
H 0.23 0.09 -0.01
H -0.47 0.30 0.39
H -0.17 -0.06 0.13
H -0.02 -0.02 -0.06
H 0.68 -0.13 -0.14
H -0.21 -0.29 0.73
H 0.12 -0.08 0.35
H 0.72 0.10 -0.51

Largest force on an atom, hartree/bohr: 0.1010
LUMO level, eV: -1.44
Orbital gap, eV: 6.20
E_HOMO, eV: -7.64



3.
The following is a quantum chemistry calculation of 15 unconnected molecules or ions with the total composition H30O15, from the Open Molecules 2025 dataset.

Each line ends with the Mulliken charge.
Positions of all 45 atoms, in Å:
O -0.863911 -2.281844 2.976956  -0.593
H -0.460911 -2.365844 3.847956  0.270
H -0.144911 -2.078844 2.373956  0.422
O 1.210089 -1.914844 1.455956  -0.624
H 2.070089 -1.883844 1.863956  0.217
H 1.106089 -2.841844 1.173956  0.242
O -1.340911 -2.814844 0.214956  -0.590
H -0.753911 -2.674844 -0.518044  0.365
H -1.106911 -3.586844 0.716956  0.260
O -2.587911 0.031156 -1.277044  -0.636
H -1.816911 0.030156 -0.715044  0.035
H -2.863911 0.935156 -1.388044  0.307
O -1.696911 2.322156 1.440956  -0.708
H -2.567911 2.757156 1.560956  0.302
H -1.914911 1.380156 1.227956  0.418
O -0.794911 2.773156 -0.953044  -0.704
H -1.483911 2.646156 -1.582044  0.242
H -1.200911 2.694156 -0.069044  0.358
O 3.238089 -0.143844 -0.688044  -0.591
H 2.822089 0.681156 -0.933044  0.237
H 4.012089 0.020156 -0.146044  0.306
O 0.060089 0.262156 3.729956  -0.605
H 0.178089 0.558156 2.854956  0.232
H 0.742089 -0.396844 3.952956  0.277
O 0.588089 -2.537844 -1.745044  -0.737
H 0.235089 -3.400844 -2.043044  0.338
H 1.425089 -2.677844 -1.347044  0.240
O 0.092089 -0.119844 -2.818044  -0.656
H -0.800911 -0.189844 -3.154044  0.350
H 0.358089 -1.055844 -2.648044  0.208
O 1.747089 2.016156 -1.579044  -0.738
H 2.273089 2.722156 -1.241044  0.310
H 0.837089 2.394156 -1.506044  0.279
O 1.487089 1.573156 1.738956  -0.698
H 2.296089 1.826156 1.329956  0.273
H 1.122089 0.940156 1.064956  0.226
O -0.021911 0.135156 -0.088044  1.557
H 0.167089 -0.728844 0.273956  -0.256
H 0.141089 0.152156 -1.014044  0.086
O 0.348089 2.591156 -3.890044  -0.655
H 1.312089 2.587156 -3.795044  0.349
H 0.136089 1.941156 -3.267044  0.201
O -2.503911 -0.398844 1.395956  -0.642
H -2.647911 -1.186844 0.877956  0.232
H -2.429911 -0.688844 2.330956  0.295

Force components x, y, z for each atom (eV/Å):
O -0.85 -0.99 0.64
H -0.18 0.14 -0.11
H 0.03 0.43 0.13
O 0.09 -0.92 -0.80
H 0.64 0.31 0.19
H 0.07 0.48 0.12
O -1.08 0.48 0.39
H 0.58 -0.06 -0.46
H 0.14 -0.46 0.21
O -0.75 -0.70 -1.07
H 0.69 0.33 0.59
H -0.10 0.35 0.14
O -1.16 -0.13 -0.14
H 0.75 -0.47 0.08
H 0.06 0.32 0.45
O 0.83 0.41 -0.28
H -0.69 0.08 -0.83
H 0.20 -0.12 0.54
O 0.37 -1.28 0.26
H -0.46 0.67 -0.21
H -0.03 0.27 -0.09
O -0.27 -1.02 2.58
H 0.67 0.63 -1.49
H -0.41 0.80 -0.55
O -1.64 -0.80 -0.79
H 0.56 0.57 0.03
H 1.49 -0.18 0.50
O 0.53 -0.74 -0.04
H -0.51 0.02 -0.01
H -0.17 0.92 -0.23
O -0.31 -0.21 -0.22
H 0.71 0.92 0.31
H 0.07 -0.41 0.42
O -0.81 -1.06 -0.35
H 1.03 0.48 -0.29
H -0.04 0.83 0.28
O -0.60 0.41 1.94
H 0.11 -0.44 -0.10
H 0.55 -0.05 -1.69
O 0.81 1.62 -1.53
H -0.26 0.17 -0.19
H -0.70 -1.77 1.25
O -0.26 0.58 1.47
H 0.06 -0.47 -0.22
H 0.24 0.03 -0.84

Largest force on an atom, hartree/bohr: 0.0542
LUMO level, eV: -0.63
Orbital gap, eV: 9.54
E_HOMO, eV: -10.17
Energy relative to the best compared isomer or geometry (same formula, charge and spin), kJ/mol: 157.25